(w)
{"formula": "C7H12N2O", "method": "wB97M-V/def2-TZVPD", "total_charge": 0, "smiles": "C[C@@]12CCN[C@]1(C#N)C2.O", "gap_ev": 9.89, "lumo_ev": 0.654, "symbols": ["C", "C", "C", "C", "N", "C", "C", "N", "C", "H", "H", "H", "H", "H", "H", "H", "H", "H", "H", "O", "H", "H"], "positions_angstrom": [[2.755, 2.146, 2.130], [2.686, 1.722, 0.687], [3.980, 1.363, -0.028], [3.538, 0.510, -1.232], [2.270, -0.140, -0.859], [1.668, 0.713, 0.147], [0.684, 0.093, 1.004], [-0.044, -0.425, 1.744], [1.555, 2.186, -0.188], [3.285, 1.392, 2.730], [3.299, 3.097, 2.217], [1.753, 2.291, 2.555], [4.549, 2.251, -0.337], [4.609, 0.780, 0.660], [4.276, -0.252, -1.509], [3.385, 1.148, -2.114], [2.460, -1.048, -0.432], [0.755, 2.745, 0.299], [1.739, 2.468, -1.226], [-3.001, -0.207, 0.413], [-2.513, -0.455, 1.215], [-2.442, 0.436, -0.035]]}



(x)
{"formula": "C7H12N2O", "method": "wB97M-V/def2-TZVPD", "total_charge": 0, "smiles": "C=C(C)C(=C)N(N)C(C)=O", "gap_ev": 8.81, "lumo_ev": 0.246, "symbols": ["C", "C", "C", "C", "C", "N", "N", "C", "C", "O", "H", "H", "H", "H", "H", "H", "H", "H", "H", "H", "H", "H"], "positions_angstrom": [[1.652, -1.269, -0.684], [0.834, -0.620, 0.172], [0.789, -1.011, 1.628], [0.590, 0.922, -0.096], [1.583, 1.811, -0.049], [-0.747, 1.132, -0.314], [-1.329, 2.263, 0.352], [-1.517, -0.151, -0.228], [-1.452, -1.098, -1.401], [-2.542, -0.127, 0.472], [1.736, -0.976, -1.726], [2.244, -2.129, -0.384], [-0.169, -0.773, 2.094], [1.563, -0.492, 2.202], [0.944, -2.086, 1.761], [2.617, 1.495, 0.014], [1.352, 2.868, -0.134], [-1.471, 1.990, 1.329], [-2.295, 2.286, 0.012], [-2.453, -1.184, -1.832], [-0.747, -0.762, -2.162], [-1.182, -2.088, -1.028]]}



Stability summary: most stable (w), least stable (x).



(w)
{"formula": "C3HBr", "method": "wB97M-V/def2-TZVPD", "total_charge": 0, "gap_ev": 8.36, "lumo_ev": -1.858, "symbols": ["C", "C", "C", "Br", "H"], "positions_angstrom": [[0.026, -2.927, -0.105], [-0.512, -1.812, 0.145], [-0.966, -0.573, 0.075], [-2.662, 0.089, -0.004], [0.157, 0.445, -0.010]]}



(x)
{"formula": "C3HBr", "method": "wB97M-V/def2-TZVPD", "total_charge": 0, "gap_ev": [9.42, 6.49], "lumo_ev": [-1.357, -1.794], "symbols": ["C", "C", "C", "Br", "H"], "positions_angstrom": [[1.317, 1.636, 0.608], [0.283, 0.897, 0.304], [-0.613, 0.054, 0.149], [-2.058, -0.915, 0.048], [1.071, -1.673, -1.109]]}



Stability summary: most stable (w), least stable (x).



(w)
{"formula": "C2H8N2", "method": "wB97M-V/def2-TZVPD", "total_charge": 0, "smiles": "C=NC.N", "gap_ev": 10.58, "lumo_ev": 0.925, "symbols": ["C", "N", "C", "H", "H", "H", "H", "H", "N", "H", "H", "H"], "positions_angstrom": [[-0.602, -0.505, -0.837], [-0.597, 0.205, 0.258], [-1.690, 0.974, 0.723], [-1.606, -0.509, -1.373], [0.035, -1.308, -1.141], [-1.289, 1.310, 1.670], [-2.633, 0.454, 0.664], [-1.857, 1.839, 0.160], [2.633, -0.592, 0.305], [3.422, -0.225, -0.298], [2.498, -1.432, -0.331], [1.686, -0.211, 0.200]]}



(x)
{"formula": "C2H8N2", "method": "wB97M-V/def2-TZVPD", "total_charge": 0, "smiles": "C=N.CN", "gap_ev": 9.14, "lumo_ev": -0.076, "symbols": ["C", "N", "H", "H", "H", "C", "N", "H", "H", "H", "H", "H"], "positions_angstrom": [[-5.343, 1.095, -3.897], [-6.037, 0.593, -2.817], [-5.449, 0.870, -4.988], [-4.303, 1.323, -3.629], [-5.490, -0.034, -2.225], [4.030, -1.024, 2.265], [3.915, 0.250, 2.954], [4.799, -1.545, 2.744], [3.072, -1.632, 2.163], [4.242, -0.726, 1.194], [3.152, 0.691, 2.406], [3.412, 0.139, 3.830]]}



(y)
{"formula": "C2H8N2", "method": "wB97M-V/def2-TZVPD", "total_charge": 0, "gap_ev": 10.05, "lumo_ev": 0.870, "symbols": ["N", "C", "C", "N", "H", "H", "H", "H", "H", "H", "H", "H"], "positions_angstrom": [[-1.807, 0.484, -0.647], [-0.483, -0.555, -0.184], [0.480, 0.581, 0.133], [1.777, 0.266, 0.785], [-2.623, -0.052, -0.338], [-1.022, -0.205, -1.310], [0.045, -1.279, -0.853], [-0.812, -1.054, 0.657], [0.665, 0.937, -0.903], [0.028, 1.512, 0.747], [1.540, -0.152, 1.647], [2.212, -0.482, 0.265]]}



Stability summary: most stable (w), least stable (y).



(w)
{"formula": "C2H8N2", "method": "wB97M-V/def2-TZVPD", "total_charge": 0, "smiles": "[H]/N=C/N.C", "gap_ev": 10.58, "lumo_ev": 1.073, "symbols": ["H", "N", "C", "N", "H", "H", "H", "C", "H", "H", "H", "H"], "positions_angstrom": [[-1.798, 2.373, -0.265], [-1.945, 1.573, 0.261], [-2.005, 0.525, -0.548], [-1.982, -0.799, -0.045], [-2.145, 0.651, -1.633], [-2.648, -1.506, -0.208], [-1.599, -0.772, 0.900], [2.817, -0.381, 0.284], [2.457, 0.555, 0.742], [3.387, -0.179, -0.614], [3.448, -0.883, 1.060], [2.013, -1.157, 0.066]]}



(x)
{"formula": "C2H8N2", "method": "wB97M-V/def2-TZVPD", "total_charge": 0, "smiles": "C=NC.N", "gap_ev": 10.87, "lumo_ev": 1.013, "symbols": ["C", "N", "C", "H", "H", "H", "H", "H", "N", "H", "H", "H"], "positions_angstrom": [[0.319, 0.409, -1.159], [-0.855, 0.552, -0.720], [-0.861, 1.311, 0.555], [0.426, -0.027, -2.186], [1.187, 0.799, -0.612], [-0.539, 0.550, 1.289], [-0.106, 2.044, 0.575], [-1.788, 1.589, 0.917], [1.387, -1.743, 1.210], [1.478, -2.742, 1.558], [0.554, -1.406, 1.784], [1.210, -1.475, 0.170]]}



(y)
{"formula": "C2H8N2", "method": "wB97M-V/def2-TZVPD", "total_charge": 0, "smiles": "C=NC.N", "gap_ev": 8.89, "lumo_ev": 1.039, "symbols": ["C", "N", "C", "H", "H", "H", "H", "H", "N", "H", "H", "H"], "positions_angstrom": [[2.682, 0.214, 1.229], [2.118, -0.351, 0.276], [1.496, -1.517, -0.307], [3.517, -0.255, 1.769], [2.411, 1.235, 1.509], [2.294, -2.104, -0.771], [0.958, -2.026, 0.485], [0.811, -1.157, -1.073], [-4.906, 1.527, -0.926], [-5.760, 1.655, -0.370], [-4.861, 0.509, -0.883], [-5.193, 1.806, -1.850]]}



Stability summary: most stable (w), least stable (y).



(w)
{"formula": "C2H8N2", "method": "wB97M-V/def2-TZVPD", "total_charge": 0, "smiles": "CNCN", "gap_ev": 9.45, "lumo_ev": 1.106, "symbols": ["C", "N", "C", "N", "H", "H", "H", "H", "H", "H", "H", "H"], "positions_angstrom": [[0.794, 0.107, 1.546], [0.341, 0.738, -0.117], [-0.445, -0.386, -0.153], [-0.855, 0.128, -1.809], [0.611, 0.983, 2.163], [1.857, -0.065, 1.386], [0.367, -0.753, 2.062], [1.172, 0.574, -0.685], [-1.390, -0.330, 0.378], [-0.032, -1.376, -0.332], [-0.900, -0.515, -2.598], [-1.520, 0.896, -1.840]]}



(x)
{"formula": "C2H8N2", "method": "wB97M-V/def2-TZVPD", "total_charge": 0, "smiles": "[H]/N=C/N.C", "gap_ev": 10.74, "lumo_ev": 0.868, "symbols": ["H", "N", "C", "N", "H", "H", "H", "C", "H", "H", "H", "H"], "positions_angstrom": [[-0.261, 0.372, -0.474], [-0.056, 1.341, -0.236], [0.934, 1.414, 0.527], [1.374, 2.677, 1.034], [1.520, 0.562, 0.897], [2.298, 2.932, 0.719], [1.464, 2.549, 2.044], [-1.473, -2.356, -0.889], [-0.442, -2.716, -0.869], [-1.526, -1.372, -1.342], [-1.812, -2.381, 0.140], [-2.022, -3.022, -1.551]]}



Stability summary: most stable (x), least stable (w).



(w)
{"formula": "C5H7I", "method": "wB97M-V/def2-TZVPD", "total_charge": 0, "smiles": "C[C@@]12C[C@@H]1[C@H]2I", "gap_ev": 9.78, "lumo_ev": 0.612, "symbols": ["C", "C", "C", "C", "C", "I", "H", "H", "H", "H", "H", "H", "H"], "positions_angstrom": [[-0.095, -1.556, 0.056], [0.300, -0.091, -0.067], [-0.632, 1.172, -0.180], [0.545, 1.139, 0.722], [1.451, 0.812, -0.459], [3.395, -0.052, -0.001], [0.581, -2.101, 0.828], [0.064, -2.073, -0.797], [-1.182, -1.838, 0.168], [-1.548, 0.943, 0.257], [-0.515, 1.795, -1.126], [0.760, 1.443, 1.759], [1.318, 1.372, -1.352]]}



(x)
{"formula": "C5H7I", "method": "wB97M-V/def2-TZVPD", "total_charge": 0, "smiles": "C=C(C)/C=C/I", "gap_ev": 8.85, "lumo_ev": 0.242, "symbols": ["C", "C", "C", "C", "C", "I", "H", "H", "H", "H", "H", "H", "H"], "positions_angstrom": [[1.481, 1.277, -0.013], [0.530, 0.385, -0.025], [0.791, -1.054, 0.214], [-0.865, 0.550, -0.150], [-1.794, -0.358, -0.407], [-3.828, -0.049, 0.153], [1.520, 2.301, -0.130], [2.496, 0.862, 0.139], [1.670, -1.432, -0.363], [-0.176, -1.584, 0.160], [1.131, -1.070, 1.253], [-1.399, 1.535, -0.028], [-1.556, -1.366, -0.803]]}



Stability summary: most stable (x), least stable (w).



(w)
{"formula": "C9H13N2O2P", "method": "wB97M-V/def2-TZVPD", "total_charge": 0, "smiles": "CO[P@@]1(=Nc2ccccc2)NCCO1", "gap_ev": 8.16, "lumo_ev": 0.503, "symbols": ["C", "O", "P", "N", "C", "C", "C", "C", "C", "C", "N", "C", "C", "O", "H", "H", "H", "H", "H", "H", "H", "H", "H", "H", "H", "H", "H"], "positions_angstrom": [[0.326, 2.520, 0.725], [1.345, 1.499, 0.882], [1.235, -0.078, 0.402], [-0.125, -0.673, 0.910], [-1.409, -0.558, 0.463], [-2.491, -0.624, 1.291], [-3.787, -0.558, 0.773], [-3.994, -0.273, -0.576], [-2.892, 0.144, -1.344], [-1.602, -0.080, -0.840], [2.289, -0.264, -1.510], [3.153, -1.340, -1.000], [3.651, -1.038, 0.399], [2.391, -0.852, 1.160], [0.140, 2.985, -0.225], [0.704, 3.249, 1.312], [-0.571, 2.020, 0.961], [-2.199, -0.708, 2.305], [-4.594, -0.692, 1.364], [-4.940, -0.159, -0.926], [-3.168, 0.561, -2.217], [-0.755, 0.162, -1.310], [2.665, 0.669, -1.584], [3.821, -1.600, -1.787], [2.633, -2.349, -0.996], [4.043, -1.904, 1.009], [4.131, -0.061, 0.359]]}



(x)
{"formula": "C9H13N2O2P", "method": "wB97M-V/def2-TZVPD", "total_charge": 0, "gap_ev": 7.92, "lumo_ev": -0.534, "symbols": ["C", "C", "C", "C", "C", "C", "C", "C", "C", "N", "N", "O", "O", "P", "H", "H", "H", "H", "H", "H", "H", "H", "H", "H", "H", "H", "H"], "positions_angstrom": [[-1.469, 3.067, -0.179], [-0.156, 3.521, -0.464], [-1.662, 1.831, 0.437], [0.890, 2.611, -0.211], [-0.629, 0.891, 0.573], [1.702, 0.471, 0.486], [1.001, -1.693, 1.346], [-2.324, -1.340, -1.333], [1.442, -1.011, 0.066], [0.611, 1.326, 0.282], [2.853, 0.821, 0.799], [-4.057, -0.782, 0.689], [2.562, -1.639, -0.456], [-2.750, -1.402, 0.607], [-2.284, 3.689, -0.472], [-0.046, 4.534, -0.945], [-2.723, 1.647, 0.813], [1.851, 2.927, -0.457], [0.100, -1.301, 1.739], [1.729, -1.541, 2.132], [1.057, -2.692, 1.145], [-1.303, -1.063, -1.693], [-2.803, -2.243, -1.790], [-3.110, -0.544, -1.607], [0.765, -0.967, -0.835], [3.069, 1.796, 1.005], [3.383, -1.205, -0.161]]}



Stability summary: most stable (w), least stable (x).